ORCA calculation (ωB97M-V/def2-TZVPD) on the molecule C4H4BrClO2.

Its SMILES is C/C(O)=C(\Br)C(=O)Cl. As for the HOMO energy: -8.9 eV. The HOMO-LUMO gap comes out at 8.96 eV.

Structure (XYZ):
```
12
C4H4BrClO2, DFT ωB97M-V/def2-TZVPD
C 0.375 0.724 1.508
C -0.341 0.099 0.386
O -1.640 -0.038 0.353
C 0.439 -0.300 -0.789
Br 2.348 -0.134 -0.874
C -0.272 -0.989 -1.807
O -1.442 -1.263 -1.758
Cl 0.696 -1.421 -3.215
H -0.321 1.330 2.176
H 1.208 1.340 1.079
H 1.091 0.034 1.937
H -2.139 0.618 1.001
```